# 1
DFT (the ωB97M-V functional and the def2-TZVPD basis) results for a molecular structure, C16H40MgN6O4PS2.

Output
- E_tot: -70779.0314 eV
- HOMO: -11.5 eV
- F_max: 0.0131 hartree/bohr
- Charge: +1
- Frontier orbital gap: 9.418 eV
- LUMO energy: -2.12 eV
- M: 499.947 g/mol

Atoms and positions in Å:
Mg1 0.786 0.209 -0.304
N1 -0.110 -0.534 -2.222
C1 1.024 -1.021 -3.030
C2 0.714 -2.179 -3.971
C3 -0.112 -3.360 -3.422
C4 0.448 -4.314 -2.353
N2 0.458 -3.777 -0.982
C5 1.415 -3.822 -0.053
N3 1.103 -3.440 1.192
N4 2.626 -4.315 -0.294
C6 2.220 -1.370 -2.130
O1 3.073 -2.130 -2.565
O2 2.207 -0.834 -0.965
H1 -0.725 -1.312 -2.001
H2 -0.660 0.134 -2.751
H3 1.369 -0.165 -3.616
H4 1.684 -2.551 -4.302
H5 0.192 -1.811 -4.857
H6 -0.297 -4.000 -4.287
H7 -1.106 -3.038 -3.091
H8 1.439 -4.660 -2.634
H9 -0.202 -5.192 -2.329
H10 -0.433 -3.451 -0.634
H11 0.266 -2.897 1.338
H12 1.848 -3.249 1.841
H13 2.944 -4.327 -1.249
H14 3.352 -4.080 0.364
C7 0.232 5.009 -1.852
C8 -0.219 3.823 -2.708
C9 0.290 3.984 -4.136
C10 -1.741 3.710 -2.706
N5 0.358 2.540 -2.234
N6 0.036 2.202 -0.873
H15 -0.095 5.947 -2.301
H16 1.321 5.040 -1.773
H17 -0.191 4.974 -0.845
H18 -0.103 4.898 -4.578
H19 -0.021 3.138 -4.751
H20 1.381 4.044 -4.159
H21 -2.175 4.555 -3.238
H22 -2.158 3.724 -1.696
H23 -2.061 2.796 -3.210
H24 1.370 2.618 -2.268
H25 -0.974 2.095 -0.828
H26 0.272 2.963 -0.236
C11 -2.701 1.857 2.689
C12 -1.558 1.887 3.682
C13 -0.664 3.100 3.527
O3 -0.804 0.639 3.648
P1 0.096 -0.052 2.550
S1 1.609 1.045 1.889
S2 -1.040 -0.788 1.041
O4 0.725 -1.254 3.368
C14 0.125 -2.088 4.413
C15 -1.263 -2.573 4.048
C16 0.173 -1.371 5.748
H27 -3.265 2.788 2.760
H28 -3.376 1.025 2.888
H29 -2.326 1.754 1.670
H30 -1.959 1.873 4.696
H31 -0.309 3.209 2.503
H32 0.202 3.036 4.183
H33 -1.238 3.988 3.794
H34 0.811 -2.935 4.444
H35 -1.965 -1.742 3.986
H36 -1.609 -3.257 4.823
H37 -1.267 -3.102 3.095
H38 -0.592 -0.600 5.810
H39 1.149 -0.915 5.904
H40 0.000 -2.096 6.544

***

# 2
DFT (the ωB97M-V functional and the def2-TZVPD basis) results for 6 unconnected molecules or ions with the total composition C16H40N4O6 at a distorted geometry.

Output
- E_tot: -35485.7330 eV
- ⟨S²⟩: 0.75
- HOMO (spin up / spin down): 0.4 / -6.9 eV
- F_max: 0.0731 hartree/bohr
- Charge: -1
- 2S+1: 2
- Frontier orbital gap (spin up / spin down): 1.784 / 9.083 eV
- LUMO energy (spin up / spin down): 2.23 / 2.22 eV
- M: 384.518 g/mol

Atoms and positions in Å:
C1 -10.477 13.585 -21.654
C2 -10.808 15.047 -22.094
C3 -10.555 16.261 -21.267
C4 -11.677 17.222 -20.930
C5 -11.211 18.257 -19.904
C6 -11.534 17.733 -18.446
H1 -10.980 12.804 -22.225
H2 -10.701 13.418 -20.601
H3 -9.412 13.402 -21.799
H4 -10.583 15.195 -23.150
H5 -11.892 14.942 -22.067
H6 -9.764 16.838 -21.747
H7 -10.084 15.924 -20.344
H8 -11.935 17.864 -21.772
H9 -12.656 16.804 -20.696
H10 -10.140 18.446 -19.834
H11 -11.697 19.181 -20.216
H12 -12.618 17.710 -18.333
H13 -10.989 16.812 -18.245
H14 -11.235 18.523 -17.758
C7 -13.916 13.378 -11.566
C8 -12.794 12.453 -11.982
O1 -12.720 12.529 -13.437
O2 -13.746 14.796 -11.596
H15 -14.140 13.169 -10.519
H16 -14.821 13.125 -12.119
H17 -13.039 11.409 -11.783
H18 -11.826 12.662 -11.527
H19 -12.478 13.442 -13.607
H20 -14.627 15.154 -11.469
O3 -9.588 19.897 -15.116
C9 -8.860 20.028 -16.073
N1 -8.557 19.078 -16.952
C10 -8.258 21.392 -16.263
H21 -9.031 18.206 -16.769
H22 -7.767 19.090 -17.582
H23 -8.710 21.851 -17.143
H24 -7.195 21.293 -16.483
H25 -8.230 22.029 -15.379
O4 -11.787 14.931 -14.732
C11 -11.010 14.736 -15.666
N2 -9.921 15.462 -15.913
C12 -11.190 13.366 -16.462
H26 -9.941 16.315 -15.374
H27 -9.125 15.216 -16.485
H28 -10.302 12.845 -16.820
H29 -11.790 13.721 -17.299
H30 -11.749 12.709 -15.796
O5 -11.658 9.117 -16.334
C13 -12.487 8.957 -15.432
N3 -12.297 8.000 -14.538
C14 -13.655 9.893 -15.385
H31 -11.549 7.332 -14.656
H32 -12.920 7.969 -13.743
H33 -13.344 10.864 -15.772
H34 -14.105 9.954 -14.394
H35 -14.324 9.521 -16.160
O6 -7.667 15.434 -17.692
C15 -6.946 15.191 -18.615
N4 -6.785 16.082 -19.633
C16 -6.234 13.888 -18.570
H36 -7.310 16.898 -19.352
H37 -6.164 16.127 -20.428
H38 -5.157 13.803 -18.427
H39 -6.432 13.389 -19.519
H40 -6.739 13.296 -17.808

***

# 3
DFT (the ωB97M-V functional and the def2-TZVPD basis) results for a molecular structure, C16H40O24S2V4 at a distorted geometry.

Output
- ΔE to the lowest compared entry with this formula, charge and spin: 2494.24 kJ/mol
- E_tot: -190773.5356 eV
- HOMO: -5.8 eV
- F_max: 0.1194 hartree/bohr
- Charge: 0
- Frontier orbital gap: 1.500 eV
- LUMO energy: -4.27 eV
- M: 884.382 g/mol

Atoms and positions in Å:
O1 -5.087 -2.413 -3.475
V1 -5.700 -2.175 -2.017
O2 -6.060 -3.599 -1.447
O3 2.670 -6.794 -3.201
V2 1.600 -5.903 -2.390
O4 0.111 -6.329 -2.850
O5 -4.575 -6.076 4.174
V3 -2.952 -6.430 4.250
O6 -2.624 -5.873 5.729
O7 -0.915 1.936 5.470
V4 0.149 0.759 5.351
O8 -0.361 -0.305 6.406
S1 -1.304 -2.304 0.915
O9 -0.338 -2.774 -0.057
O10 -0.721 -1.409 1.892
O11 -2.427 -1.721 0.174
O12 -1.787 -3.467 1.596
S2 1.984 -8.508 2.500
O13 2.027 -9.966 2.293
O14 0.717 -8.156 3.178
O15 3.066 -8.308 3.438
O16 2.098 -7.807 1.234
C1 -7.234 -0.172 1.534
O17 -6.993 0.469 0.263
C2 -6.454 1.724 0.390
C3 -6.452 2.349 -1.031
O18 -5.701 1.561 -1.908
C4 -5.520 2.194 -3.187
H1 -6.313 -0.580 1.949
H2 -7.879 -1.031 1.347
H3 -7.666 0.413 2.346
H4 -5.524 1.640 0.952
H5 -7.082 2.439 0.921
H6 -6.049 3.359 -0.956
H7 -7.454 2.483 -1.440
H8 -4.861 1.650 -3.864
H9 -5.083 3.187 -3.078
H10 -6.481 2.285 -3.692
C5 1.187 9.405 -2.339
O19 0.524 8.127 -2.402
C6 -0.111 7.778 -1.112
C7 -0.834 6.477 -1.227
O20 0.106 5.393 -1.495
C8 -0.486 4.114 -1.596
H11 0.467 10.222 -2.344
H12 1.928 9.515 -3.131
H13 1.733 9.409 -1.396
H14 -0.818 8.576 -0.885
H15 0.622 7.778 -0.306
H16 -1.607 6.510 -1.996
H17 -1.284 6.211 -0.271
H18 -1.319 4.065 -0.894
H19 0.324 3.399 -1.448
H20 -0.912 3.967 -2.589
C9 1.719 -2.424 -4.847
O21 2.713 -3.048 -4.142
C10 3.772 -2.143 -3.744
C11 4.987 -2.814 -3.054
O22 4.533 -3.625 -1.962
C12 5.555 -4.395 -1.310
H21 1.418 -1.508 -4.339
H22 0.823 -3.042 -4.798
H23 1.955 -2.219 -5.892
H24 3.317 -1.365 -3.129
H25 4.136 -1.645 -4.642
H26 5.706 -2.096 -2.661
H27 5.446 -3.469 -3.795
H28 6.361 -3.717 -1.030
H29 5.855 -5.200 -1.981
H30 5.132 -4.734 -0.365
C13 2.985 3.324 3.159
O23 2.952 1.896 3.090
C14 4.174 1.277 2.600
C15 4.116 -0.245 2.830
O24 3.662 -0.421 4.160
C16 3.822 -1.735 4.603
H31 3.402 3.579 2.185
H32 3.590 3.614 4.018
H33 1.956 3.681 3.207
H34 5.009 1.646 3.195
H35 4.401 1.403 1.542
H36 5.077 -0.728 2.652
H37 3.464 -0.633 2.047
H38 3.550 -1.988 5.628
H39 4.851 -2.051 4.431
H40 3.216 -2.466 4.067